ORCA calculation (ωB97M-V with the def2-TZVPD basis set) on C4H4 in the gas phase.

Values from the calculation:
SMILES: C=C1C=C1
Highest occupied orbital energy (alpha / beta) in eV: -7.61 / -7.61
Charge: 0

```
8
Properties=species:S:1:pos:R:3:forces:R:3:mulliken_charge:R:1
C 1.064229 0.842010 0.013128 -0.32 -9.25 0.01 -0.35
C 1.077021 -0.836853 0.010529 -0.59 9.33 0.08 -0.35
C -0.113870 -0.006498 0.025529 1.04 0.06 -0.09 0.28
H 1.682852 1.693200 -0.049417 0.33 0.67 -0.02 0.36
H 1.697708 -1.683033 -0.052254 0.41 -0.76 -0.02 0.36
C -1.432297 -0.004180 0.017630 -0.80 -0.01 0.04 -0.79
H -1.989659 -0.921741 0.031295 -0.06 -0.23 -0.02 0.25
H -1.985983 0.917092 0.003557 -0.02 0.19 0.02 0.24
```
Positions in Å, forces in eV/Å.



ORCA calculation (ωB97M-V with the def2-TZVPD basis set) on a molecular structure, C4H4.

Values from the calculation:
Highest occupied orbital energy in eV: -8.76
Charge: 0

```
8
Properties=species:S:1:pos:R:3:forces:R:3:mulliken_charge:R:1
C -0.775966 -0.118118 -0.108598 -4.80 0.20 -2.52 -0.26
H 0.805710 -1.627809 -0.747446 0.64 -0.47 0.33 0.44
C 0.553537 -0.759282 -0.193249 -0.68 0.54 0.07 -0.49
C 0.411406 0.691358 -0.307737 0.09 -0.32 0.10 -0.41
H 0.256499 0.320129 2.080542 -0.01 -0.56 -0.79 0.41
H 0.576567 1.534072 -0.928792 0.49 0.47 0.15 0.45
H -1.973946 -0.082144 -0.822695 4.34 -0.34 3.08 0.30
C 0.146191 0.041793 1.027972 -0.06 0.47 -0.42 -0.43
```
Positions in Å, forces in eV/Å.



ORCA calculation (ωB97M-V with the def2-TZVPD basis set) on C4H4 in the gas phase.

Values from the calculation:
Highest occupied orbital energy (alpha / beta) in eV: -6.09 / -10.59
Charge: 0
2S+1: 3

```
8
Properties=species:S:1:pos:R:3:forces:R:3:lowdin_spin:R:1
H 0.601145 -1.572384 0.144215 0.70 -2.21 0.48 0.04
C -2.249157 0.117998 -0.076178 -2.11 0.90 0.28 0.15
C 1.507697 0.327143 -0.070593 7.74 4.77 0.55 0.84
C 0.546335 -0.583287 -0.114971 -12.49 -4.15 -0.42 0.80
H 2.589170 0.027438 0.035492 -1.47 0.43 0.00 0.04
C -1.130381 -0.239372 0.040602 8.86 -1.42 -0.55 0.06
H -3.140834 0.582900 0.191109 -1.18 0.19 -0.18 0.01
H 1.276025 1.339564 -0.149673 -0.04 1.48 -0.16 0.05
```
Positions in Å, forces in eV/Å.



Strongest force on any atom across the listed records, respectively: 9.35 5.43 13.17 eV/Å.